# 1
Below is 4 unconnected molecules or ions with the total composition H10NO3, with properties calculated with ωB97M-V/def2-TZVPD.

⟨S²⟩: 0.750
Kohn-Sham gap (alpha / beta) (eV): 3.35 / 12.38
Energy relative to the best compared isomer or geometry (same formula, charge and spin) (kJ/mol): 10.9
2S+1: 2
E_tot (hartree): -286.353811
E_HOMO (alpha / beta) (Eh): -0.100 / -0.442
Net charge: 0

```
14
Properties=species:S:1:pos:R:3:mulliken_charge:R:1
N -0.540 -0.047 0.613 -2.04
H -1.046 0.255 -0.281 0.73
H -1.248 -0.543 1.176 0.98
H 0.298 -0.610 0.386 0.43
H -0.272 0.829 1.072 0.49
H -2.452 1.234 -2.100 0.44
H -2.845 0.112 -1.152 0.44
O -2.105 0.735 -1.342 -1.15
H 2.226 2.417 0.315 0.37
H 2.404 1.265 1.315 0.36
O 1.742 1.732 0.793 -0.82
H 0.718 -3.002 -0.089 0.44
H 1.965 -2.240 -0.611 0.33
O 1.156 -2.139 -0.095 -1.00
```

=====

# 2
Below is 2 unconnected molecules or ions with the total composition C3H2NO3, with properties calculated with ωB97M-V/def2-TZVPD.

Kohn-Sham gap (eV): 10.49
Energy relative to the best compared isomer or geometry (same formula, charge and spin) (kJ/mol): 79.0
2S+1: 1
E_tot (hartree): -395.646024
E_HOMO (Eh): -0.638
Net charge: +1

```
9
Properties=species:S:1:pos:R:3:mulliken_charge:R:1
C -1.752 1.948 -0.130 0.66
C -2.185 -1.444 0.001 0.52
C -0.194 -0.130 0.434 -0.10
N -1.379 -0.615 0.380 -0.11
O -2.668 2.364 0.311 -0.16
O -2.973 -2.154 -0.311 -0.11
O -0.844 1.463 -0.634 -0.38
H -0.034 0.672 1.251 0.32
H 0.546 -0.248 -0.265 0.36
```

=====

# 3
Below is 2 unconnected molecules or ions with the total composition C2H2F2O2, with properties calculated with ωB97M-V/def2-TZVPD.

Kohn-Sham gap (eV): 10.37
Energy relative to the best compared isomer or geometry (same formula, charge and spin) (kJ/mol): 129.4
2S+1: 1
E_tot (hartree): -427.574864
E_HOMO (Eh): -0.360
Structure (SMILES): O=C(F)F.C=O
Net charge: 0

```
8
Properties=species:S:1:pos:R:3:mulliken_charge:R:1
O -0.467 0.605 -0.283 -0.38
C -1.301 0.580 0.539 0.69
F -1.971 -0.436 0.884 -0.15
F -1.837 1.585 1.214 -0.17
C 1.400 -0.558 -0.606 0.02
O 2.003 -0.135 0.332 -0.41
H 0.659 -1.533 -0.561 0.17
H 1.515 -0.108 -1.520 0.22
```

=====

# 4
Below is 2 unconnected molecules or ions with the total composition C3H10N2O, with properties calculated with ωB97M-V/def2-TZVPD.

Kohn-Sham gap (eV): 10.18
Energy relative to the best compared isomer or geometry (same formula, charge and spin) (kJ/mol): 225.9
2S+1: 1
E_tot (hartree): -304.988605
E_HOMO (Eh): -0.345
Structure (SMILES): CC=O.NCN
Net charge: 0

```
16
Properties=species:S:1:pos:R:3:mulliken_charge:R:1
C 2.550 1.484 0.780 -0.78
C 1.961 0.948 -0.519 0.09
O 1.986 -0.253 -0.781 -0.47
H 1.883 1.191 1.581 0.29
H 3.591 1.317 0.566 0.28
H 2.395 2.587 0.770 0.28
H 1.384 1.682 -1.150 0.34
N -2.006 -2.265 0.320 -0.56
C -1.202 -1.099 -0.115 -0.35
N -1.877 0.000 -0.838 -0.61
H -2.480 -2.563 -0.548 0.29
H -2.730 -1.843 1.026 0.27
H -0.472 -1.487 -0.836 0.25
H -0.642 -0.711 0.715 0.27
H -1.496 0.828 -0.383 0.20
H -2.844 0.183 -0.587 0.23
```

=====

# 5
Below is a molecular structure, C45H63CaN8S, with properties calculated with ωB97M-V/def2-TZVPD.

Kohn-Sham gap (eV): 6.74
Energy relative to the best compared isomer or geometry (same formula, charge and spin) (kJ/mol): 70.5
2S+1: 1
E_tot (hartree): -3266.211807
E_HOMO (Eh): -0.308
Net charge: +1

```
118
Properties=species:S:1:pos:R:3:mulliken_charge:R:1
Ca 0.720 0.899 0.811 2.26
C -0.351 3.589 1.694 -0.64
C -1.751 3.068 1.306 -1.62
C -1.950 2.344 -0.025 1.18
C -2.866 2.898 -0.884 -1.13
C -3.205 2.153 -2.070 -1.64
C -2.598 0.995 -2.355 -1.28
C -1.547 0.394 -1.457 -0.22
N -1.265 1.203 -0.246 1.51
N 0.512 2.651 2.437 0.74
C 0.040 2.378 3.793 -1.51
C -0.972 1.265 3.899 0.65
C -1.899 1.285 4.931 -1.42
C -2.777 0.224 5.071 -0.47
C -2.705 -0.814 4.158 -1.19
C -1.760 -0.740 3.150 0.39
N -0.894 0.268 3.013 0.75
C 1.913 3.087 2.467 -1.14
C 2.835 1.968 2.905 0.48
C 3.994 2.246 3.611 -0.96
C 4.839 1.202 3.955 -0.68
C 4.486 -0.088 3.601 -0.80
C 3.304 -0.281 2.908 -1.03
N 2.495 0.720 2.554 0.31
H -0.479 4.501 2.295 0.49
H 0.199 3.871 0.794 -0.10
H -2.394 3.948 1.270 0.70
H -2.152 2.446 2.109 0.08
H -3.417 3.786 -0.608 0.44
H -3.977 2.528 -2.735 0.43
H -2.871 0.414 -3.228 0.53
H -0.617 0.338 -2.031 0.14
H -0.359 3.290 4.255 0.23
H 0.902 2.076 4.393 0.55
H -1.927 2.125 5.613 0.50
H -3.508 0.214 5.869 0.43
H -3.375 -1.661 4.205 0.50
H -1.705 -1.525 2.411 0.02
H 2.059 3.958 3.121 0.54
H 2.199 3.385 1.453 0.26
H 4.227 3.266 3.886 0.53
H 5.754 1.397 4.499 0.43
H 5.110 -0.935 3.849 0.48
H 2.999 -1.272 2.599 0.93
C -6.250 -3.313 -1.728 -1.60
C -5.360 -2.345 -0.994 0.64
C -5.842 -1.627 0.097 -0.91
C -5.033 -0.722 0.769 0.38
C -5.582 0.137 1.877 -1.27
C -3.706 -0.578 0.372 -0.25
C -3.196 -1.275 -0.722 -0.17
C -4.053 -2.138 -1.409 -0.76
N -1.878 -1.019 -1.212 1.33
C -0.813 -2.033 -1.085 2.62
C 0.395 -1.676 -1.958 -1.75
C -1.294 -3.407 -1.571 -2.12
C -0.324 -2.241 0.363 0.22
H -7.299 -3.036 -1.632 0.39
H -6.138 -4.324 -1.330 0.29
H -6.003 -3.350 -2.789 0.37
H -6.875 -1.752 0.403 0.36
H -6.577 -0.189 2.180 0.40
H -5.653 1.177 1.550 0.28
H -4.934 0.119 2.754 0.11
H -3.070 0.129 0.884 0.18
H -3.702 -2.626 -2.309 0.43
H 0.084 -1.460 -2.982 0.32
H 1.066 -2.536 -1.976 0.53
H 0.991 -0.835 -1.592 0.13
H -1.568 -3.372 -2.626 0.40
H -2.146 -3.765 -0.997 0.53
H -0.482 -4.128 -1.451 -0.03
H -0.162 -1.304 0.906 -0.02
H 0.613 -2.802 0.380 -1.71
H -1.071 -2.792 0.938 0.73
C 3.949 -2.658 -2.844 -1.01
N 3.531 -3.728 -1.948 0.31
C 4.103 -5.023 -2.315 -1.19
C 3.240 -3.434 -0.649 -0.25
S 3.537 -1.910 -0.011 0.10
N 2.658 -4.425 0.076 0.17
C 1.794 -5.435 -0.519 -1.48
C 2.581 -4.348 1.522 -1.03
H 3.922 -3.046 -3.862 0.37
H 4.961 -2.315 -2.612 0.36
H 3.279 -1.807 -2.763 0.26
H 5.162 -4.891 -2.554 0.40
H 3.600 -5.436 -3.190 0.33
H 4.031 -5.730 -1.497 0.40
H 1.637 -5.223 -1.573 0.50
H 0.827 -5.411 -0.011 0.52
H 2.205 -6.441 -0.414 0.36
H 3.418 -3.772 1.905 0.41
H 2.620 -5.360 1.926 0.39
H 1.648 -3.877 1.852 0.24
C -0.820 4.184 -3.863 -0.70
N 0.413 4.022 -3.048 0.20
C 0.368 4.880 -1.835 -0.71
C 0.649 2.569 -2.674 0.02
C 2.062 2.359 -2.200 -0.67
C 3.073 2.601 -3.137 -0.76
C 4.405 2.468 -2.785 -0.98
C 4.710 2.063 -1.493 -0.94
C 3.688 1.796 -0.590 -0.43
C 2.315 1.931 -0.882 1.21
H -0.978 5.241 -4.067 0.38
H -1.649 3.775 -3.288 0.21
H -0.703 3.632 -4.791 0.33
H 1.223 4.307 -3.600 0.49
H -0.540 4.617 -1.293 0.32
H 0.344 5.925 -2.138 0.50
H 1.254 4.671 -1.239 0.21
H 0.412 2.000 -3.575 0.61
H -0.085 2.342 -1.903 -0.76
H 2.826 2.866 -4.165 0.47
H 5.187 2.655 -3.509 0.39
H 5.745 1.938 -1.196 0.48
H 3.996 1.449 0.395 0.25
```

=====

# 6
Below is a molecular structure, C4H29O13, with properties calculated with ωB97M-V/def2-TZVPD.

Kohn-Sham gap (eV): 9.07
Energy relative to the best compared isomer or geometry (same formula, charge and spin) (kJ/mol): 635.3
2S+1: 1
E_tot (hartree): -1147.815381
E_HOMO (Eh): -0.228
Net charge: -1

```
46
Properties=species:S:1:pos:R:3:mulliken_charge:R:1
O -2.110 -1.460 3.434 -0.53
C -0.915 -1.318 3.234 -0.07
C -0.247 -0.008 2.881 -0.58
C -0.440 0.287 1.393 0.52
C 0.802 0.804 0.610 -0.46
O 1.220 -0.159 -0.226 -0.34
H -0.287 -2.100 3.465 0.47
H 0.828 0.026 3.145 0.50
H -0.285 0.910 3.560 0.30
H -0.550 -0.783 0.814 -0.94
H -1.517 0.768 1.233 -0.33
H 0.604 1.795 0.104 -0.04
H 1.750 1.013 1.325 0.24
H 0.889 -3.724 -0.974 0.27
H 0.800 -2.995 0.328 0.40
O 0.268 -3.583 -0.250 -0.66
H 2.414 0.954 -1.131 0.50
H 2.943 1.663 0.005 0.34
O 2.768 1.797 -0.842 -0.80
H -1.359 -1.621 -2.956 0.42
H 0.053 -1.239 -3.965 0.33
O -0.922 -1.043 -3.768 -0.78
H 2.241 -0.754 -1.467 0.47
H 3.748 -1.320 -1.649 0.25
O 3.045 -0.955 -1.996 -0.65
H 0.021 3.353 -1.921 0.29
H 1.425 3.016 -1.444 0.35
O 0.708 3.682 -1.365 -0.71
H -2.138 1.247 -2.722 0.37
H -1.180 0.637 -3.544 0.36
O -1.270 1.512 -3.239 -0.67
H 1.425 -1.467 2.132 0.26
H 1.682 -1.033 0.624 0.40
O 1.668 -1.897 1.392 -1.00
H -1.544 -3.393 0.065 0.33
H -2.971 -2.708 -0.301 0.27
O -2.181 -3.047 -0.621 -0.65
H -1.960 1.794 -0.021 0.52
H -2.474 1.860 1.422 0.53
O -2.689 2.233 0.488 -0.67
H -1.492 -1.196 -0.579 0.39
H -0.820 -0.263 -1.735 0.32
O -1.646 -0.534 -1.266 -0.59
H -0.191 3.685 1.653 0.28
H 0.262 2.486 2.378 0.31
O -0.378 3.081 2.297 -0.53
```

=====

# 7
Below is a molecular structure, C25H37N9SSeYb, with properties calculated with ωB97M-V/def2-TZVPD.

⟨S²⟩: 0.751
Kohn-Sham gap (alpha / beta) (eV): 7.67 / 7.25
2S+1: 2
E_tot (hartree): -5425.196852
E_HOMO (alpha / beta) (Eh): -0.614 / -0.614
Net charge: +3

```
74
Properties=species:S:1:pos:R:3:mulliken_charge:R:1
Yb 0.234 0.220 0.519 1.17
C -2.330 2.647 2.081 -0.92
C -0.921 2.935 2.562 -0.77
N 0.147 2.536 1.596 -0.15
C 1.490 2.869 2.131 -1.05
C 1.956 1.777 3.053 -0.69
N 2.029 0.497 2.304 -0.23
C 2.283 -0.656 3.214 -0.21
C 1.125 -0.939 4.162 -1.34
C -0.265 -0.717 3.602 0.00
N -0.517 -1.449 2.328 -0.20
C -1.952 -1.841 2.182 -0.81
C -2.680 -1.036 1.117 -0.67
N -2.193 0.359 1.058 -0.25
C -2.767 1.195 2.153 -0.71
H -2.467 3.031 1.064 0.25
H -3.009 3.226 2.708 0.46
H -0.739 2.428 3.510 0.40
H -0.817 4.003 2.756 0.54
H 0.014 3.139 0.787 0.45
H 1.481 3.828 2.652 0.55
H 2.181 2.968 1.290 0.36
H 1.265 1.650 3.882 0.36
H 2.929 2.023 3.482 0.51
H 2.874 0.577 1.738 0.37
H 3.189 -0.472 3.794 0.58
H 2.475 -1.531 2.598 -0.21
H 1.209 -0.339 5.071 0.39
H 1.221 -1.977 4.491 0.41
H -0.445 0.346 3.427 -0.38
H -0.983 -1.031 4.359 0.65
H 0.013 -2.312 2.380 0.35
H -2.452 -1.741 3.145 0.40
H -2.009 -2.893 1.910 0.44
H -3.751 -1.071 1.326 0.57
H -2.526 -1.485 0.135 0.29
H -2.563 0.760 0.201 0.29
H -2.491 0.758 3.113 0.40
H -3.855 1.137 2.085 0.54
C -3.234 2.314 -3.525 -0.83
N -1.985 1.570 -3.758 0.10
C -1.667 0.922 -4.947 -0.59
C -0.453 0.382 -4.795 -0.63
N -0.025 0.704 -3.501 0.64
C -0.994 1.425 -2.875 0.30
S -1.004 2.032 -1.273 -0.55
C 1.339 0.615 -3.083 0.16
C 2.329 0.701 -4.051 -0.87
C 3.653 0.631 -3.665 -0.74
C 3.948 0.501 -2.315 -1.12
C 2.893 0.428 -1.440 0.10
N 1.597 0.467 -1.791 0.49
H -3.655 2.574 -4.491 0.35
H -3.021 3.221 -2.970 0.36
H -3.942 1.700 -2.973 0.30
H -2.341 0.902 -5.788 0.50
H 0.127 -0.226 -5.467 0.55
H 2.069 0.857 -5.088 0.60
H 4.441 0.700 -4.404 0.47
H 4.967 0.464 -1.955 0.52
H 3.100 0.331 -0.378 0.24
Se 2.956 -2.731 0.287 0.28
N 1.393 -1.913 -0.108 0.00
C 0.756 -2.720 -0.943 1.25
C -0.493 -2.429 -1.580 0.31
C -1.031 -3.357 -2.408 -1.31
C -0.389 -4.619 -2.671 -0.75
C 0.803 -4.929 -2.120 -0.70
C 1.421 -3.972 -1.245 0.32
N 2.592 -4.145 -0.664 -0.65
H -0.988 -1.474 -1.436 0.26
H -1.975 -3.149 -2.898 0.54
H -0.877 -5.323 -3.333 0.45
H 1.306 -5.868 -2.317 0.51
```

=====

# 8
Below is a molecular structure, H8O4Tl, with properties calculated with ωB97M-V/def2-TZVPD.

Kohn-Sham gap (eV): 4.07
Energy relative to the best compared isomer or geometry (same formula, charge and spin) (kJ/mol): 195.7
2S+1: 1
E_tot (hartree): -476.724214
E_HOMO (Eh): -0.914
Net charge: +3

```
13
Properties=species:S:1:pos:R:3:mulliken_charge:R:1
Tl 15.874 -28.372 -1.666 1.54
O 15.894 -30.845 -3.199 -0.45
H 15.344 -31.665 -3.240 0.40
H 16.691 -31.050 -3.736 0.40
O 18.184 -27.587 -0.295 -0.44
H 18.975 -28.137 -0.481 0.39
H 18.468 -26.945 0.401 0.39
O 14.076 -26.195 -2.225 -0.44
H 13.558 -25.565 -1.668 0.40
H 13.782 -26.031 -3.152 0.40
O 17.664 -30.500 -0.918 -0.42
H 17.211 -31.166 -0.342 0.42
H 18.230 -31.037 -1.525 0.40
```

=====

# 9
Below is a molecular structure, C27H29N3NaOPSbSe2, with properties calculated with ωB97M-V/def2-TZVPD.

Kohn-Sham gap (eV): 7.06
Energy relative to the best compared isomer or geometry (same formula, charge and spin) (kJ/mol): 34.1
2S+1: 1
E_tot (hartree): -6832.727200
E_HOMO (Eh): -0.180
Net charge: -1

```
65
Properties=species:S:1:pos:R:3:mulliken_charge:R:1
Na 1.263 0.389 0.036 1.03
O 4.653 2.944 0.696 -0.85
C 3.865 2.041 0.312 -0.29
N 2.833 1.514 0.922 -0.31
C 2.517 2.133 2.183 -1.00
C 1.251 1.570 2.816 0.63
C 0.614 2.298 3.819 -0.73
C -0.516 1.780 4.423 -0.40
C -0.997 0.541 4.014 -0.75
C -0.316 -0.117 3.009 -0.23
N 0.785 0.379 2.417 -0.04
C 4.109 1.453 -1.087 0.58
C 5.305 1.749 -1.728 -0.53
C 5.529 1.264 -3.004 -0.31
C 4.539 0.512 -3.628 -0.74
C 3.374 0.264 -2.925 -0.26
N 3.156 0.702 -1.674 0.05
H 2.402 3.217 2.076 0.37
H 3.337 2.015 2.909 0.29
H 1.008 3.267 4.105 0.40
H -1.033 2.344 5.195 0.38
H -1.892 0.109 4.440 0.41
H -0.674 -1.071 2.627 0.44
H 6.018 2.368 -1.196 0.48
H 6.460 1.476 -3.515 0.40
H 4.663 0.124 -4.632 0.40
H 2.575 -0.315 -3.382 0.37
Se -1.098 1.895 -0.448 -0.42
P -2.293 0.112 -0.361 0.42
Se -1.249 -1.763 -0.346 -0.55
C -3.433 0.230 1.088 0.54
C -3.872 1.483 1.519 -0.39
C -4.734 1.599 2.605 -0.80
C -5.166 0.463 3.280 -0.44
C -4.732 -0.791 2.861 -0.58
C -3.868 -0.908 1.771 -0.37
C -3.497 0.190 -1.752 0.85
C -3.580 -0.814 -2.710 -0.36
C -4.445 -0.681 -3.796 -0.56
C -5.238 0.452 -3.924 -0.38
C -5.167 1.454 -2.960 -0.71
C -4.298 1.325 -1.888 -0.45
H -3.497 2.370 1.025 0.33
H -5.060 2.581 2.931 0.37
H -5.831 0.556 4.134 0.36
H -5.057 -1.684 3.391 0.38
H -3.521 -1.882 1.444 0.36
H -2.962 -1.695 -2.600 0.28
H -4.494 -1.467 -4.543 0.37
H -5.906 0.559 -4.772 0.35
H -5.781 2.344 -3.054 0.36
H -4.224 2.123 -1.157 0.24
C 2.546 -4.585 0.331 -1.30
Sb 2.508 -2.470 -0.080 0.73
C 1.664 -2.809 -2.036 -1.33
C 4.563 -2.431 -0.738 -1.17
H 2.993 -5.106 -0.518 0.36
H 1.520 -4.938 0.476 0.32
H 3.123 -4.798 1.236 0.34
H 2.397 -3.301 -2.682 0.48
H 1.337 -1.866 -2.486 0.21
H 0.776 -3.440 -1.926 0.43
H 4.689 -3.082 -1.605 0.37
H 5.218 -2.772 0.071 0.40
H 4.845 -1.405 -1.004 0.17
```

=====

# 10
Below is C6H7I in the gas phase, with properties calculated with ωB97M-V/def2-TZVPD.

Kohn-Sham gap (eV): 9.31
Energy relative to the best compared isomer or geometry (same formula, charge and spin) (kJ/mol): 251.5
2S+1: 1
E_tot (hartree): -530.370100
E_HOMO (Eh): -0.320
Net charge: 0

```
14
Properties=species:S:1:pos:R:3:mulliken_charge:R:1
C 0.793 -1.487 -0.148 -0.27
C 1.422 -0.331 -0.029 -0.50
C -0.138 1.027 -0.077 0.46
C 0.229 2.261 -0.087 -0.76
C -0.736 -1.402 -0.066 -0.49
C -1.239 0.034 0.226 -0.52
I 3.406 0.119 -0.031 0.11
H 1.028 -2.561 -0.114 0.36
H -0.494 3.192 -0.060 0.22
H 1.200 2.634 -0.233 0.24
H -1.071 -1.744 -1.096 0.24
H -1.130 -2.151 0.675 0.36
H -1.209 -0.021 1.358 0.18
H -2.061 0.430 -0.318 0.39
```

=====

# 11
Below is C5H8N2 in the gas phase, with properties calculated with ωB97M-V/def2-TZVPD.

Kohn-Sham gap (alpha / beta) (eV): 7.04 / 7.04
Energy relative to the best compared isomer or geometry (same formula, charge and spin) (kJ/mol): 290.4
2S+1: 1
E_tot (hartree): -304.724893
E_HOMO (alpha / beta) (Eh): -0.227 / -0.227
Net charge: 0

```
15
Properties=species:S:1:pos:R:3:mulliken_charge:R:1
C 2.566 -0.505 -0.061 -0.73
N 1.298 0.056 -0.120 0.28
C 0.850 1.320 -0.158 -0.25
C -0.559 1.317 -0.016 -0.74
C -0.944 0.009 0.080 0.55
C -2.275 -0.641 0.267 -1.13
N 0.208 -0.741 -0.013 -0.33
H 3.332 0.264 -0.057 0.19
H 2.697 -1.282 -0.811 0.20
H 0.382 -1.678 0.317 0.30
H 1.540 2.130 -0.337 0.41
H -1.212 2.180 -0.034 0.36
H -2.319 -1.612 -0.237 0.34
H -3.066 -0.012 -0.147 0.31
H -2.500 -0.806 1.327 0.25
```

=====

# 12
Below is a molecular structure, CH2IPS2, with properties calculated with ωB97M-V/def2-TZVPD.

Kohn-Sham gap (eV): 8.29
Energy relative to the best compared isomer or geometry (same formula, charge and spin) (kJ/mol): 0.0
2S+1: 1
E_tot (hartree): -1474.686912
E_HOMO (Eh): -0.336
Net charge: 0

```
7
Properties=species:S:1:pos:R:3:mulliken_charge:R:1
C 3.095 -0.699 0.283 0.05
P 0.039 -0.211 0.679 -0.09
S 2.892 -2.293 0.111 -0.14
S 1.975 0.625 0.415 0.00
I 5.101 0.349 0.013 0.01
H -0.135 -1.270 -0.240 0.09
H 0.510 -1.039 1.759 0.09
```